Entry 1:
An isolated molecule of C17H21N5O4S2, computed with ωB97M-V with the def2-TZVPD basis set.

```
49
Properties=species:S:1:pos:R:3:lowdin_charge:R:1
N -2.3474 -0.7984 -2.0710 0.170
C -3.2112 -0.9163 -1.0404 -0.354
C -3.6891 -2.1029 -0.5398 0.043
C -4.5517 -2.1289 0.5932 -0.475
O -5.0485 -3.0849 1.1460 0.051
N -4.8387 -0.8263 1.1071 0.140
C -4.3347 0.2786 0.5458 -0.619
N -3.5522 0.2794 -0.4744 0.097
S -4.7270 1.8518 1.2269 0.994
C -4.0977 2.8796 -0.1353 -0.346
H -4.1085 3.9046 0.2390 0.092
H -4.7832 2.7941 -0.9777 0.093
C -2.6913 2.5154 -0.6087 -0.566
O -2.4095 2.5292 -1.7842 0.052
N -1.8144 2.3416 0.4186 0.115
C -0.4589 2.0251 0.3601 -0.201
C 0.1948 1.7409 1.5612 -0.002
C 1.5460 1.4541 1.5670 -0.065
C 2.2464 1.4449 0.3753 -0.275
C 1.6120 1.7279 -0.8190 -0.056
C 0.2596 2.0166 -0.8348 0.012
H -0.2409 2.2510 -1.7589 0.103
H 2.1944 1.7441 -1.7265 0.120
S 4.0074 1.0865 0.3855 0.669
O 4.5845 1.7146 -0.7662 -0.281
O 4.5081 1.4105 1.6891 -0.283
N 4.1999 -0.5459 0.1888 -0.240
C 3.9011 -1.4107 1.3029 -0.192
C 2.4863 -1.9887 1.2264 -0.171
C 2.2844 -2.6776 -0.1218 -0.196
C 2.5470 -1.6836 -1.2515 -0.173
C 3.9600 -1.1111 -1.1156 -0.192
H 4.6947 -1.9087 -1.2784 0.131
H 4.1454 -0.3160 -1.8380 0.112
H 2.4502 -2.1744 -2.2211 0.113
H 1.8136 -0.8759 -1.2013 0.096
H 2.9789 -3.5166 -0.2076 0.113
H 1.2685 -3.0705 -0.1940 0.109
H 2.3423 -2.6986 2.0421 0.114
H 1.7531 -1.1868 1.3367 0.098
H 4.6312 -2.2287 1.3013 0.131
H 4.0473 -0.8170 2.2054 0.112
H 2.0753 1.2579 2.4859 0.118
H -0.3585 1.7570 2.4894 0.116
H -2.2109 2.3405 1.3506 0.109
H -5.4584 -0.7815 1.9068 0.152
H -3.4281 -3.0461 -0.9884 0.113
H -2.1817 -1.5826 -2.6753 0.108
H -2.1899 0.1331 -2.4213 0.093
```

Properties
HOMO in eV: -8.78
Orbital gap in hartree: 0.330
ΔE to the lowest compared entry with this formula, charge and spin in kJ/mol: 0.0

---

Entry 2:
A cluster of 14 separate species, H28O14 in total, computed with ωB97M-V with the def2-TZVPD basis set.

```
42
Properties=species:S:1:pos:R:3:lowdin_charge:R:1
O 3.1112 -0.1836 -0.7317 -0.056
H 2.4951 -0.5832 -1.3289 -0.032
H 2.8380 -0.4641 0.1296 -0.050
O 0.9305 -3.4437 -0.6139 -0.071
H 1.1308 -2.8384 0.1134 -0.026
H 0.8931 -4.2900 -0.1540 0.028
O 0.5976 3.1280 -1.6210 -0.053
H 0.9364 2.8072 -0.7871 0.058
H 1.1608 2.7317 -2.3526 0.111
O -0.0617 -0.6421 3.0601 -0.061
H 0.0894 -1.2662 3.8189 0.105
H -1.0325 -0.6307 2.9679 0.091
O -1.2346 2.7684 1.7427 -0.066
H -0.8946 2.0308 1.2423 -0.052
H -0.5553 3.4278 1.6149 0.024
O -0.3208 -3.3269 2.0256 -0.050
H 0.4999 -3.7170 2.3435 0.040
H -0.2053 -2.3769 2.0979 -0.025
O 2.2979 -1.6686 1.2179 -0.026
H 3.0982 -2.1884 1.3893 0.103
H 2.3458 -1.0824 1.9244 -0.017
O 1.0194 -0.8818 -2.5115 -0.040
H 0.4621 -0.1231 -2.2744 0.002
H 0.5783 -1.3287 -3.2451 0.066
O -1.8375 -1.6299 -0.3063 -0.020
H -2.1316 -1.3633 0.5553 0.028
H -2.0903 -0.9388 -0.8680 -0.054
O -0.3922 0.7267 0.2346 -0.051
H -0.6235 0.8777 -0.6901 -0.006
H 0.1486 -0.0643 0.3170 0.048
O -3.5700 -0.3758 -1.9625 -0.028
H -3.1216 0.4699 -2.1183 0.027
H -4.3340 -0.3822 -2.5040 0.035
O 2.1122 0.8737 2.5019 -0.062
H 2.6864 0.9140 3.2888 0.062
H 1.3055 0.4660 2.8731 -0.004
O -1.8028 4.1976 -0.9316 -0.076
H -1.0326 3.7290 -1.2655 -0.045
H -2.5623 3.5941 -1.1344 0.054
O -1.1115 0.9778 -2.3396 -0.032
H -0.7085 1.7502 -2.6845 0.041
H -1.1143 0.3193 -3.0337 0.080
```

Properties
HOMO in eV: -10.09
Orbital gap in hartree: 0.361
ΔE to the lowest compared entry with this formula, charge and spin in kJ/mol: 248.1

---

Entry 3:
A structure of composition C7H11O, computed with ωB97M-V with the def2-TZVPD basis set.

```
19
Properties=species:S:1:pos:R:3:lowdin_charge:R:1
C 1.6949 -1.6430 -0.1700 0.204
C -0.3969 0.5043 -1.1367 0.104
C -0.5075 0.8128 0.8877 0.005
C -1.5361 0.3892 -0.1767 -0.273
C -2.1722 -0.9829 0.0023 -0.029
C 2.2837 -0.5613 0.1358 -0.165
C 1.8344 0.9161 -0.0186 -0.079
O 0.4409 1.1534 -0.1763 -0.120
H -0.7223 1.6821 1.5086 0.156
H -0.1397 -0.0217 1.4870 0.149
H -2.3281 1.1287 -0.3342 0.161
H -1.4160 -1.7377 0.2077 0.075
H -2.7045 -1.2594 -0.9032 0.094
H -2.8831 -0.9590 0.8260 0.095
H -0.3314 0.7918 -2.1687 0.141
H 1.1054 -2.4685 -0.4574 0.054
H 3.2952 -0.5412 0.5389 0.121
H 2.1546 1.4838 0.8597 0.152
H 2.3290 1.3125 -0.9117 0.155
```

Properties
HOMO (spin up / spin down) in eV: -13.63 / -12.54
Total charge: +1
Orbital gap (spin up / spin down) in hartree: 0.355 / 0.287
ΔE to the lowest compared entry with this formula, charge and spin in kJ/mol: 533.4

---

Entry 4:
A structure of composition C25H22GeMo, computed with ωB97M-V with the def2-TZVPD basis set.

```
49
Properties=species:S:1:pos:R:3:lowdin_charge:R:1
Mo -0.5807 0.4681 -1.3352 1.213
C -2.1437 -0.8202 -2.5192 -0.128
C -2.6327 0.5050 -2.4231 -0.132
C -1.9379 1.5803 -3.0287 -0.087
C -0.7083 1.3466 -3.6324 -0.105
C -0.2247 0.0144 -3.7575 -0.101
C -0.9622 -1.0511 -3.2460 -0.091
H -2.7023 -1.6449 -2.1034 0.131
H -3.5644 0.6931 -1.9091 0.137
H -2.3257 2.5879 -2.9695 0.139
H -0.1471 2.1733 -4.0450 0.133
H 0.7237 -0.1652 -4.2458 0.135
H -0.5759 -2.0606 -3.3216 0.133
C -1.5367 0.9600 0.0748 -0.187
Ge 0.2852 0.0310 1.0600 1.039
C 0.3887 -1.4872 -0.1991 -0.377
C -0.6507 -2.4421 -0.1274 -0.113
C -0.4922 -3.7052 -0.6544 -0.039
C 0.7205 -4.0540 -1.2558 -0.013
C 1.7687 -3.1452 -1.3140 -0.036
C 1.6069 -1.8750 -0.7823 -0.088
C 1.4568 1.4282 0.4470 -0.293
C 1.7389 1.4466 -0.9427 -0.215
C 2.2401 2.6011 -1.5535 -0.051
C 2.4692 3.7348 -0.8002 -0.029
C 2.1906 3.7230 0.5631 -0.019
C 1.6675 2.5985 1.1754 -0.072
C -0.2853 -0.1467 2.8596 -0.305
C 0.6154 0.1970 3.8696 -0.100
C 0.2465 0.0614 5.1991 -0.046
C -1.0168 -0.4143 5.5203 -0.034
C -1.9165 -0.7614 4.5186 -0.049
C -1.5524 -0.6310 3.1901 -0.107
H -2.3325 1.2421 0.7600 0.038
H -1.5865 -2.1895 0.3578 0.106
H -1.2922 -4.4300 -0.5862 0.126
H 0.8497 -5.0490 -1.6621 0.129
H 2.7146 -3.4326 -1.7522 0.126
H 2.4567 -1.2029 -0.7915 0.110
H 1.7826 0.5222 -1.5243 0.068
H 2.4793 2.5893 -2.6094 0.121
H 2.8774 4.6247 -1.2590 0.126
H 2.3818 4.6105 1.1523 0.129
H 1.4220 2.6396 2.2296 0.111
H 1.6102 0.5599 3.6343 0.106
H 0.9432 0.3243 5.9829 0.122
H -1.3041 -0.5171 6.5581 0.123
H -2.8987 -1.1325 4.7770 0.120
H -2.2662 -0.9051 2.4208 0.097
```

Properties
HOMO in eV: -14.67
Total charge: +2
Orbital gap in hartree: 0.267

---

Entry 5:
A cluster of 11 separate species, C7H34O11 in total, computed with ωB97M-V with the def2-TZVPD basis set.

```
52
Properties=species:S:1:pos:R:3:lowdin_charge:R:1
C -2.7313 1.1570 -1.3302 -0.242
O -3.0781 -0.1019 -0.7307 -0.115
C -1.3666 1.7344 -0.8982 -0.153
C -0.2469 1.3392 -1.8763 -0.201
C 0.5725 0.1263 -1.4963 -0.219
C 3.4110 -0.0840 1.1247 -0.089
C 2.5580 0.2031 -0.0478 -0.196
C 1.2351 0.0232 -0.1228 -0.108
H -3.5248 1.8043 -0.9515 0.108
H -2.7978 0.9912 -2.4094 0.105
H -2.6115 -0.8645 -1.1160 0.033
H -1.4072 2.8312 -0.8538 0.113
H -1.1457 1.3291 0.0847 0.093
H 0.4689 2.1862 -2.0497 0.104
H -0.6533 1.3174 -2.8827 0.096
H 1.3529 -0.1374 -2.2022 0.080
H -0.0373 -0.7673 -1.5156 0.075
H 4.0466 0.7968 1.3145 0.083
H 4.0864 -0.9233 1.0819 0.070
H 2.8091 -0.1234 2.0290 0.048
H 3.0813 0.7946 -0.8033 0.107
H 0.6942 -0.5070 0.6298 0.076
H 0.1878 -1.4011 3.2405 0.055
H 1.6190 -0.8665 3.6816 0.071
O 0.6587 -0.7508 3.7759 -0.023
H -2.5571 -1.4539 -3.1582 0.061
H -1.0936 -1.5409 -3.1902 0.006
O -1.8421 -1.7258 -2.5721 -0.074
H 0.4579 -2.1023 -3.9765 0.032
H 0.7372 -0.4801 -4.1917 0.046
O 0.2045 -1.2537 -4.3419 -0.044
H 2.7474 3.6198 -0.3670 0.052
H 2.2138 2.4862 0.3730 -0.005
O 2.2231 2.8256 -0.5219 -0.064
H 1.4674 2.7513 2.2383 0.005
H 1.0019 4.1732 1.7443 0.039
O 1.7594 3.6727 2.0226 -0.076
H 0.3165 0.6482 3.0335 0.009
H 0.3903 2.1222 3.5087 0.050
O 0.1983 1.6036 2.7245 -0.093
H -2.0981 0.3463 2.4967 0.028
H -3.6654 0.3972 2.8337 0.046
O -2.8334 -0.0332 2.9943 -0.038
H -3.0529 -3.0308 1.0273 0.052
H -2.7803 -1.8498 2.0183 0.019
O -2.4233 -2.6858 1.6638 -0.057
H 2.6032 -2.7177 -2.7074 0.072
H 1.7610 -2.2718 -1.4778 0.036
O 1.7589 -2.3364 -2.4363 -0.044
H -0.5042 -2.9004 1.5434 0.011
H 0.4213 -3.1127 0.1862 0.028
O 0.3613 -2.8153 1.0950 -0.070
```

Properties
HOMO in eV: -8.94
Orbital gap in hartree: 0.339
ΔE to the lowest compared entry with this formula, charge and spin in kJ/mol: 180.4

---

Entry 6:
The ion C17H29N2O3 with charge +1, computed with ωB97M-V with the def2-TZVPD basis set.

```
51
Properties=species:S:1:pos:R:3:lowdin_charge:R:1
C -6.1032 -2.6708 -0.3214 -0.099
H -6.3728 -2.2075 0.6248 0.065
C -4.9523 -1.9397 -1.0022 -0.253
C -3.6388 -2.0110 -0.2195 -0.172
C -3.6790 -1.2457 1.1012 -0.155
H -4.5029 -1.5978 1.7241 0.128
H -2.7458 -1.3723 1.6570 0.131
O -3.9535 0.1463 0.9240 -0.067
C -2.9897 0.9744 0.4479 -0.196
C -1.6548 0.6720 0.2185 0.084
C -0.7970 1.6607 -0.2551 -0.076
C -1.2564 2.9530 -0.5047 0.016
C -2.5816 3.2674 -0.2795 0.006
C -3.4294 2.2817 0.1912 -0.151
N -4.8605 2.5324 0.4639 0.261
H -5.2219 1.6049 0.7626 0.169
H -4.9933 3.2167 1.2191 0.189
H -5.3602 2.8605 -0.3718 0.188
H -2.9509 4.2637 -0.4659 0.127
H -0.5583 3.6884 -0.8708 0.132
C 0.6467 1.3774 -0.5137 -0.442
O 1.4298 2.2299 -0.8514 0.139
O 0.9448 0.0898 -0.3442 0.006
C 2.3085 -0.2846 -0.5131 -0.124
H 2.7506 0.3112 -1.3167 0.126
H 2.2873 -1.3406 -0.7825 0.123
C 3.1014 -0.0470 0.8025 -0.166
N 4.5236 -0.1176 0.7050 -0.200
C 5.1236 -1.4333 0.6197 -0.235
H 6.1061 -1.3761 1.0968 0.109
C 5.3027 -2.0229 -0.7836 -0.073
H 5.7120 -3.0257 -0.6963 0.075
H 4.3584 -2.0824 -1.3183 0.057
H 5.9957 -1.4265 -1.3703 0.066
H 4.5091 -2.1093 1.2189 0.115
C 5.1565 0.9409 -0.0599 -0.253
C 6.5721 1.2238 0.4336 -0.078
H 6.5693 1.3617 1.5113 0.080
H 7.2490 0.4111 0.1867 0.065
H 6.9450 2.1308 -0.0343 0.073
H 4.5515 1.8410 0.0718 0.119
H 5.1857 0.7162 -1.1367 0.110
H 2.8354 0.9553 1.1563 0.123
H 2.7617 -0.7719 1.5479 0.124
H -1.2595 -0.3125 0.4022 0.128
H -3.4084 -3.0517 0.0095 0.128
H -2.8333 -1.6164 -0.8423 0.109
H -4.7840 -2.3874 -1.9826 0.113
H -5.2237 -0.8931 -1.1657 0.098
H -5.8340 -3.7066 -0.1323 0.081
H -6.9811 -2.6608 -0.9618 0.076
```

Properties
HOMO in eV: -9.95
Total charge: +1
Orbital gap in hartree: 0.244
ΔE to the lowest compared entry with this formula, charge and spin in kJ/mol: 30.4

---

no.,largest force on an atom (eV/Å)
1,1.08
2,3.26
3,1.91
4,0.80
5,2.51
6,1.05